74
Properties=species:S:1:pos:R:3:forces:R:3 method="wB97M-V/def2-TZVPD" spin_multiplicity=1 total_energy_ev=-608900.6822 smiles="C[N+](=O)[O-].C[N+](=O)[O-].C[N+](=O)[O-].C[N+](=O)[O-].C[N+](=O)[O-].C[N+](=O)[O-].BrCCBr.BrCCBr.BrCCBr.BrCCBr" gap_ev=9.3 homo_energy_ev=-9.997
C -2.06213 -1.55474 -4.48255 -0.5016 0.3601 0.9891
N -2.69245 -2.57237 -3.53732 -0.1971 -1.5942 -1.1871
O -2.49246 -3.78136 -3.76906 -0.0448 2.0805 0.5888
O -3.48261 -2.13344 -2.72506 0.7215 -0.2998 -0.2616
H -1.06709 -1.81072 -4.84652 -0.3455 -0.4120 0.1883
H -2.05923 -0.65082 -3.87342 0.1885 0.0454 -0.2545
H -2.79512 -1.41725 -5.27748 0.2024 -0.1716 -0.0470
C 0.22019 2.58347 -4.31278 0.2956 -0.7618 0.3455
N -1.21446 2.66854 -4.67801 -0.1473 1.1045 -1.0238
O -1.54184 2.39631 -5.80756 0.4846 -0.6831 -0.9491
O -2.00653 3.05390 -3.86804 -0.3028 0.2810 1.6599
H 0.58734 3.45060 -3.76380 -0.5253 0.0659 -0.1523
H 0.81772 2.38645 -5.20287 -0.2818 -0.0023 0.1414
H 0.20974 1.73016 -3.63466 0.4789 -0.0280 0.0015
C -1.61214 -7.20343 0.50548 -2.1022 -1.3630 1.0105
N -2.39995 -7.57364 1.82748 1.0326 1.4974 1.7304
O -1.79985 -8.13380 2.76970 -0.8267 0.5154 -2.3901
O -3.50065 -7.06045 1.95767 0.4994 -0.8411 -0.5138
H -1.74997 -8.10959 -0.08442 1.1271 -0.2555 0.1221
H -0.62563 -6.87866 0.83627 -0.2215 -0.2124 -0.5143
H -2.28332 -6.53990 -0.03983 0.4978 0.6923 0.5425
C -2.89385 3.40024 4.51212 -1.1417 -1.4646 -0.7443
N -2.94352 4.20949 5.76888 0.4319 -0.0374 -1.9491
O -2.10674 3.95801 6.57630 1.2118 -0.4697 1.3711
O -3.78814 5.05337 5.87281 -0.9668 0.5948 -0.0039
H -1.93486 3.20037 4.03412 0.2816 0.7809 0.6897
H -3.62024 3.70249 3.75771 0.1489 0.6642 0.3576
H -3.24513 2.41232 4.80998 0.0429 -0.0681 0.2649
C -0.05413 7.75389 -0.62274 -0.5538 0.9474 1.0513
N -0.67214 6.67056 0.25232 -1.1597 -1.9311 1.3579
O -1.20446 6.96844 1.36971 1.7854 -0.2869 -3.5087
O -0.63834 5.49874 -0.17781 0.1173 2.4765 0.6635
H 0.99563 7.58549 -0.86308 -0.2235 -0.4849 0.3628
H -0.18461 8.64780 -0.01282 0.3357 -0.0127 -0.0794
H -0.59920 7.94504 -1.54710 -0.2851 -0.7373 0.1570
C -6.31018 3.95911 -1.33584 -0.3393 -0.7907 0.5420
N -5.88174 2.66637 -0.72154 0.0185 -1.5814 -0.3435
O -6.75839 1.78594 -0.59147 2.0072 1.5779 0.0644
O -4.68813 2.57728 -0.42715 -1.6756 -0.2604 -0.0568
H -6.31590 4.59616 -0.45140 -0.0585 0.5335 -0.4992
H -7.31052 3.75371 -1.71697 0.1791 0.4115 -0.0053
H -5.58773 4.22886 -2.10615 -0.0951 0.0988 0.3148
Br 0.29497 -2.09460 0.68734 -0.5848 0.7117 0.1031
C 0.26120 -0.11779 0.59650 0.8291 -0.3643 -0.6085
C 1.33326 0.53599 1.44460 -0.1196 -0.5218 0.0879
Br 3.06415 -0.29980 1.05689 0.0370 0.5773 -0.0725
H -0.73887 0.30119 0.70788 0.0281 -0.3674 0.4533
H 0.58605 0.11663 -0.41721 -0.2908 -0.3314 -0.1737
H 1.26565 0.43071 2.52739 -0.4006 0.1850 -0.2176
H 1.32051 1.56924 1.09770 0.4862 0.0868 0.4283
Br 3.32676 -1.86819 -3.33155 0.0710 -0.0047 0.0565
C 3.78649 -3.61981 -2.67152 -0.0062 -1.4702 -0.1735
C 3.20947 -4.73219 -3.59736 0.0567 -0.2149 0.6851
Br 3.35833 -6.45258 -2.53892 -0.1480 0.9361 -0.7744
H 3.44539 -3.76709 -1.64680 -0.7269 0.3497 -0.2515
H 4.86147 -3.71679 -2.51947 0.0892 0.2202 -0.7391
H 3.66876 -4.91516 -4.56879 0.7518 0.1725 0.4413
H 2.16793 -4.59554 -3.88825 -0.1369 0.0556 0.7922
Br 9.11411 -1.30753 -1.88685 -0.2224 -1.0257 -0.9219
C 8.66868 -0.24946 -0.36582 0.8179 0.4278 -0.1788
C 9.71701 0.85303 -0.35269 -0.2821 0.4715 0.3495
Br 9.57537 2.01822 -1.96849 0.2378 -0.4867 0.9484
H 8.86130 -0.94344 0.45234 -0.4570 0.4040 0.2679
H 7.63992 0.09369 -0.47541 0.2010 -0.0838 0.2753
H 10.70296 0.39702 -0.26298 0.0249 0.1971 -0.5966
H 9.63372 1.51680 0.50787 -0.3456 0.0906 -0.1430
Br -0.35954 -0.79414 6.20328 -0.2198 -0.8018 -0.5949
C -0.86287 -2.50950 5.29612 0.0789 0.3578 0.0650
C -1.78716 -3.33204 6.18179 1.8395 0.7263 0.6902
Br -0.78886 -3.96807 7.85513 -0.8860 0.3287 -1.2951
H 0.06280 -2.95662 4.93375 -0.1219 -0.1090 0.3956
H -1.45992 -2.23760 4.42566 0.0941 0.2672 -0.0162
H -2.14067 -4.20610 5.63483 -0.2447 0.1314 0.4052
H -2.49560 -2.57143 6.50995 -0.5426 -0.8939 0.2796